Record 1
The following is a DFT calculation (the ωB97M-V functional and the def2-TZVPD basis) of a cluster of 12 separate species, C35H72BBr24N2O9P in total.

```
144
Properties=species:S:1:pos:R:3:forces:R:3
C -2.876 3.448 3.470 0.418 0.570 0.205
C -1.352 3.282 3.329 0.261 -0.494 0.904
O -0.725 2.862 4.272 -0.032 0.318 -0.320
O -0.661 3.631 2.206 -1.335 -0.744 0.156
C -1.445 3.499 0.999 0.023 1.254 -0.588
C -0.491 3.675 -0.196 -0.090 -0.684 0.325
C 0.182 2.355 -0.699 0.770 0.601 -1.188
C 1.454 2.009 0.107 0.336 0.980 -0.466
O 2.076 0.843 -0.401 -0.297 0.530 0.700
C 3.381 0.683 0.209 -0.102 -0.505 -0.307
B 4.438 0.587 -1.002 -0.036 -0.361 0.373
O 5.643 1.279 -0.966 -0.861 0.122 -0.501
O 4.107 -0.220 -2.083 0.239 0.835 0.480
N -0.734 1.212 -0.916 0.731 1.071 2.092
C -1.990 1.562 -1.593 -0.971 -0.495 -0.982
C -2.262 0.479 -2.708 -0.364 0.963 0.505
O -1.486 0.424 -3.632 0.074 -0.543 0.321
N -3.413 -0.319 -2.541 1.196 0.397 -1.442
C -4.637 0.460 -2.756 -0.476 0.010 0.882
C -3.361 -1.552 -3.341 -1.034 -0.772 0.545
P -0.872 0.086 0.336 -2.500 -0.993 -2.475
O -2.260 -0.464 0.238 1.410 3.799 -3.687
O 0.111 -1.174 0.038 0.121 1.367 0.658
O -0.644 0.659 1.828 1.595 -0.327 -1.401
H -3.210 4.388 2.997 -0.089 -0.583 -0.080
H -3.061 3.551 4.554 0.164 -0.109 -0.494
H -3.442 2.562 3.142 0.311 0.378 -0.239
H -2.164 4.345 0.979 0.223 -0.463 -0.011
H -2.019 2.553 0.973 0.438 0.367 0.118
H 0.306 4.375 0.108 -0.310 -0.202 -0.127
H -1.040 4.155 -1.026 0.202 -0.288 0.380
H 0.571 2.623 -1.706 -0.215 -0.298 0.406
H 2.159 2.852 -0.098 -0.530 -0.118 0.252
H 1.302 2.012 1.203 -0.051 -0.318 -0.380
H 3.592 1.517 0.905 -0.079 -0.366 -0.147
H 3.355 -0.258 0.800 0.063 0.646 -0.353
H 5.519 2.105 -0.481 0.337 -0.297 0.263
H 3.951 0.382 -2.825 0.168 -0.390 -0.367
H -1.919 2.508 -2.162 0.505 -0.398 0.409
H -2.851 1.678 -0.911 0.361 -0.304 -0.182
H -4.492 1.530 -2.519 0.063 -0.539 -0.101
H -5.010 0.393 -3.797 0.267 -0.061 0.383
H -5.400 0.086 -2.048 0.095 0.190 -0.557
H -2.341 -1.856 -3.607 -0.349 0.415 -0.035
H -3.781 -2.362 -2.707 0.211 0.327 -0.303
H -4.036 -1.492 -4.220 0.670 0.055 0.125
H -0.430 -1.744 -0.537 0.166 -0.024 0.151
H -0.029 0.065 2.298 -0.118 0.328 0.290
Br 4.570 1.819 -5.270 -0.064 -0.103 0.087
C 6.197 0.800 -4.920 -0.025 0.232 0.081
C 7.044 0.678 -6.157 0.066 -0.225 -0.077
Br 6.323 -0.645 -7.391 0.002 0.079 -0.037
H 5.888 -0.160 -4.516 0.027 0.005 -0.067
H 6.722 1.360 -4.151 -0.008 -0.014 -0.037
H 8.038 0.317 -5.902 -0.051 0.009 0.088
H 7.129 1.610 -6.709 -0.056 -0.001 0.067
Br -1.084 -4.389 -2.044 -0.068 0.063 0.097
C -1.464 -5.382 -3.673 0.027 -0.081 0.233
C -0.236 -5.521 -4.529 -0.058 0.008 -0.356
Br 0.161 -3.862 -5.467 0.193 0.059 0.219
H -2.278 -4.866 -4.174 0.098 0.007 -0.059
H -1.809 -6.358 -3.337 0.071 0.001 -0.009
H -0.398 -6.261 -5.312 -0.065 0.014 0.037
H 0.653 -5.786 -3.963 -0.082 0.016 0.063
Br -4.419 5.132 -1.982 -0.026 -0.040 -0.008
C -5.323 5.058 -0.257 0.208 0.178 -0.092
C -5.104 3.734 0.416 -0.318 -0.196 0.171
Br -6.203 2.331 -0.366 -0.020 0.142 0.154
H -6.370 5.279 -0.438 0.021 -0.079 0.023
H -4.879 5.857 0.334 -0.019 -0.065 0.004
H -5.408 3.781 1.461 0.018 0.090 -0.026
H -4.075 3.393 0.356 -0.054 0.053 -0.039
Br -2.899 -5.282 1.417 0.222 0.051 -0.141
C -3.021 -4.247 3.057 -0.553 -0.181 0.107
C -3.536 -2.855 2.779 1.099 -0.043 0.892
Br -2.153 -1.702 1.960 -2.492 -4.458 4.521
H -2.034 -4.255 3.506 -0.013 0.098 -0.047
H -3.711 -4.799 3.697 0.013 -0.047 -0.082
H -3.812 -2.363 3.712 -0.035 -0.113 0.011
H -4.381 -2.837 2.098 0.128 -0.030 -0.087
Br 5.432 -0.866 2.350 0.231 -0.028 0.198
C 4.488 -1.494 3.930 0.263 -0.081 -0.062
C 3.640 -2.701 3.618 -0.327 0.112 0.168
Br 2.009 -2.211 2.669 0.070 -0.115 -0.133
H 3.913 -0.653 4.309 -0.107 -0.069 -0.076
H 5.267 -1.749 4.647 -0.037 -0.049 -0.018
H 3.302 -3.178 4.537 0.048 0.045 0.007
H 4.154 -3.432 3.001 0.041 0.078 0.006
Br -2.445 -9.033 2.241 -0.050 -0.074 0.059
C -4.220 -9.670 1.765 0.260 0.005 -0.128
C -5.093 -8.557 1.243 -0.226 0.004 0.117
Br -5.751 -7.424 2.681 -0.002 -0.026 0.001
H -4.630 -10.151 2.649 -0.059 0.068 -0.039
H -4.054 -10.418 0.992 -0.065 0.043 -0.014
H -5.987 -8.965 0.773 0.043 -0.035 0.017
H -4.582 -7.906 0.539 0.074 -0.036 0.076
Br -3.110 -4.833 -7.165 0.040 -0.059 0.003
C -1.820 -4.141 -8.448 -0.240 0.132 -0.030
C -1.946 -4.831 -9.780 0.200 -0.088 -0.095
Br -1.152 -6.609 -9.736 -0.086 0.000 0.003
H -0.838 -4.252 -8.000 -0.030 -0.045 -0.045
H -2.053 -3.081 -8.543 -0.001 -0.032 -0.035
H -1.390 -4.290 -10.544 0.000 0.033 0.066
H -2.975 -4.953 -10.103 0.019 0.019 0.067
Br 1.178 -7.411 -0.731 0.049 -0.012 0.058
C 2.248 -5.833 -0.338 -0.279 0.031 -0.180
C 3.540 -5.832 -1.111 0.209 0.086 0.176
Br 4.836 -7.063 -0.337 -0.021 -0.027 -0.070
H 2.395 -5.812 0.738 0.058 -0.013 -0.045
H 1.626 -4.989 -0.633 0.046 -0.005 -0.023
H 4.013 -4.852 -1.062 -0.072 0.004 0.013
H 3.415 -6.118 -2.152 -0.059 -0.010 0.052
Br -2.964 6.055 7.019 -0.031 -0.023 0.040
C -1.521 5.197 8.009 0.041 0.164 -0.126
C -1.123 3.892 7.375 0.010 -0.149 0.158
Br -2.410 2.486 7.769 -0.007 0.037 -0.104
H -1.862 5.089 9.034 -0.013 -0.048 -0.051
H -0.695 5.905 7.977 0.005 -0.051 -0.033
H -0.181 3.536 7.787 -0.008 0.055 -0.010
H -1.041 3.948 6.293 0.021 -0.030 0.046
Br -7.733 7.581 2.111 0.056 -0.024 0.070
C -6.461 8.975 2.590 -0.263 -0.012 -0.160
C -5.184 8.843 1.805 0.215 0.054 0.116
Br -4.075 7.399 2.496 0.047 -0.020 0.019
H -6.310 8.912 3.663 0.068 -0.018 -0.051
H -6.961 9.913 2.351 0.064 -0.007 -0.028
H -4.576 9.741 1.904 -0.042 -0.011 0.029
H -5.350 8.638 0.751 -0.068 0.004 0.048
Br 5.060 3.339 5.253 -0.070 0.034 0.017
C 4.104 2.753 6.844 0.337 -0.053 -0.038
C 3.352 1.474 6.591 -0.463 -0.013 0.050
Br 1.727 1.795 5.568 0.157 -0.008 -0.030
H 3.459 3.573 7.147 -0.048 -0.074 -0.042
H 4.874 2.603 7.600 -0.035 -0.028 -0.012
H 3.016 1.035 7.530 0.087 0.041 0.019
H 3.936 0.741 6.042 0.110 0.086 0.063
Br 8.546 3.526 -3.452 -0.026 -0.033 0.070
C 9.944 2.543 -2.518 0.042 0.234 -0.162
C 10.281 1.258 -3.227 0.003 -0.262 0.179
Br 8.926 -0.103 -2.911 0.072 0.001 -0.028
H 9.596 2.389 -1.500 -0.004 -0.079 -0.056
H 10.803 3.211 -2.508 0.007 -0.055 -0.024
H 11.205 0.836 -2.836 -0.010 0.067 0.015
H 10.368 1.375 -4.304 -0.012 0.085 0.047
```
Positions in Å, forces in eV/Å.

Total charge   0
Maximum force   6.820 eV/Å
Energy   -1749858.906 eV
HOMO level   -0.2609 Eh
Orbital gap   7.28 eV

***

Record 2
The following is a DFT calculation (the ωB97M-V functional and the def2-TZVPD basis) of a structure of composition C8H16I2IrO4.

```
31
Properties=species:S:1:pos:R:3:forces:R:3
Ir -0.901 -0.370 0.093 -0.220 -0.207 0.150
C -0.847 2.406 -0.503 0.021 0.039 -0.062
C -1.084 1.779 -1.891 -0.013 -0.022 0.016
O -0.937 0.305 -1.851 0.041 -0.015 -0.144
C 0.332 -0.140 -2.509 0.008 -0.031 0.040
C 0.867 -1.380 -1.835 0.038 0.050 -0.038
O 0.925 -1.086 -0.391 -0.004 -0.029 -0.068
C 1.206 -2.240 0.477 0.040 0.007 0.016
C 0.815 -1.879 1.926 -0.028 -0.024 -0.030
O -0.107 -0.723 1.966 0.076 0.046 0.077
C 0.614 0.520 2.387 -0.048 0.020 -0.031
C -0.030 1.729 1.757 0.009 -0.067 0.016
O -0.086 1.451 0.312 0.154 0.192 0.006
H -0.262 3.322 -0.583 0.020 -0.015 0.021
H -1.780 2.619 0.020 -0.011 -0.005 -0.012
H -2.092 1.985 -2.246 -0.015 -0.014 0.035
H -0.377 2.152 -2.626 -0.011 0.004 -0.015
H 0.101 -0.343 -3.554 0.005 0.019 -0.006
H 1.049 0.675 -2.432 0.002 0.000 0.030
H 0.241 -2.261 -1.982 -0.016 0.008 0.012
H 1.880 -1.582 -2.189 -0.004 -0.008 -0.001
H 0.627 -3.082 0.099 0.007 -0.011 0.015
H 2.268 -2.471 0.396 0.007 0.041 -0.003
H 0.301 -2.712 2.402 -0.035 0.018 -0.012
H 1.680 -1.621 2.531 0.010 -0.015 -0.001
H 0.561 0.570 3.474 0.012 0.006 0.000
H 1.649 0.431 2.062 -0.004 -0.006 -0.016
H -1.045 1.915 2.113 -0.011 0.005 -0.007
H 0.591 2.612 1.916 -0.003 -0.001 0.018
I -2.622 -2.484 -0.031 -0.011 0.054 -0.024
I -3.534 -0.097 0.690 -0.015 -0.040 0.015
```
Positions in Å, forces in eV/Å.

Total charge   +3
Energy above the lowest of the compared OMol25 structures with the same formula, charge and spin   0.157 eV
Maximum force   0.337 eV/Å
Energy   -35752.954 eV
HOMO level   -0.7671 Eh
Orbital gap   7.27 eV